No. 1
The following is a quantum chemistry calculation of an isolated molecule of C4H8O3, from OMol25.

## Properties
calculated total energy: -10419.2242 eV
relative energy (zero: lowest compared OMol25 entry of this formula, charge and spin): 171.7 kJ/mol
strongest force on any atom: 3.56 eV/Å
HOMO level: -0.3768 Ha
charge: 0
lowest unoccupied orbital energy: 0.315 eV
multiplicity: 1

Geometry (Å):
O (-2.764, -0.666, -0.840)
C (-1.744, -0.136, -0.473)
O (-1.274, 1.027, -1.033)
C (-0.766, -0.542, 0.599)
C (0.699, -0.833, 0.215)
C (1.424, 0.348, -0.517)
O (0.988, 1.562, 0.081)
H (-0.586, 1.367, -0.331)
H (-1.290, -1.480, 0.948)
H (-0.976, 0.207, 1.440)
H (0.526, -1.708, -0.464)
H (1.190, -1.064, 1.162)
H (1.033, 0.287, -1.531)
H (2.601, 0.307, -0.362)
H (0.936, 1.325, 1.106)


No. 2
The following is a quantum chemistry calculation of a cluster of 11 separate species, C4H31N2O12 in total, from OMol25.

## Properties
calculated total energy: -32196.5716 eV
relative energy (zero: lowest compared OMol25 entry of this formula, charge and spin): 191.6 kJ/mol
strongest force on any atom: 3.49 eV/Å
HOMO level: -0.4903 Ha
charge: +1
lowest unoccupied orbital energy: -2.412 eV
multiplicity: 1

Geometry (Å):
N (-1.322, -0.610, -0.589)
C (0.079, -1.091, -0.648)
C (1.096, 0.035, -0.754)
C (1.213, 0.600, -2.164)
O (0.020, 0.196, -2.905)
C (0.211, -1.811, 0.695)
N (1.005, -2.869, 0.751)
O (-0.315, -1.258, 1.657)
H (-1.748, -0.186, -1.407)
H (-1.356, 0.247, 0.008)
H (-1.961, -1.227, -0.133)
H (0.161, -1.808, -1.445)
H (2.043, -0.404, -0.445)
H (0.881, 0.772, 0.015)
H (2.068, 0.413, -2.797)
H (1.106, 1.683, -2.111)
H (-0.027, 0.529, -3.815)
H (1.406, -3.206, -0.119)
H (1.266, -3.217, 1.626)
H (-3.754, -1.882, -3.058)
H (-3.953, -0.478, -2.525)
O (-3.315, -1.210, -2.525)
H (1.618, -2.976, -2.830)
H (2.562, -3.895, -2.031)
O (1.816, -3.302, -1.913)
H (-0.082, -2.722, -4.266)
H (0.220, -1.345, -3.755)
O (0.655, -2.128, -4.156)
H (-1.878, 2.212, 0.987)
H (-2.588, 1.046, 1.752)
O (-2.358, 1.395, 0.834)
H (0.212, 2.351, 2.369)
H (-0.423, 3.392, 3.256)
O (-0.475, 3.038, 2.367)
H (-0.982, 4.663, -0.463)
H (-1.206, 3.254, -0.106)
O (-0.663, 3.794, -0.686)
H (-2.309, 0.559, 3.856)
H (-3.089, -0.414, 3.088)
O (-3.013, 0.547, 3.198)
H (-0.679, -0.533, 3.324)
H (-1.094, -1.136, 4.638)
O (-1.161, -0.304, 4.142)
H (4.785, 1.349, -0.151)
H (4.430, 0.946, 1.349)
O (4.097, 1.066, 0.458)
H (2.704, 2.416, 2.966)
H (2.072, 1.731, 1.750)
O (2.028, 1.777, 2.709)


No. 3
The following is a quantum chemistry calculation of a cluster of 3 separate species, CH9N3O2 in total, from OMol25.

## Properties
calculated total energy: -9748.5956 eV
relative energy (zero: lowest compared OMol25 entry of this formula, charge and spin): 45.3 kJ/mol
strongest force on any atom: 0.94 eV/Å
HOMO level: -0.3373 Ha
charge: 0
lowest unoccupied orbital energy: 0.854 eV
multiplicity: 1

Geometry (Å):
N (1.072, -0.540, -1.314)
C (0.306, 0.432, -0.996)
N (-0.652, 0.257, -0.049)
N (0.304, 1.747, -1.574)
H (1.628, -0.336, -2.126)
H (-1.118, -0.632, 0.016)
H (-1.013, 1.021, 0.492)
H (-0.484, 1.729, -2.214)
H (1.108, 1.810, -2.188)
O (-0.312, 1.143, 3.522)
H (-0.572, 0.267, 3.809)
H (-0.424, 1.787, 4.218)
O (-0.399, -2.778, -0.350)
H (0.305, -2.301, -0.841)
H (-0.474, -3.593, -0.861)


No. 4
The following is a quantum chemistry calculation of a structure of composition C5H15NO2Tl, from OMol25.

## Properties
calculated total energy: -15686.9483 eV
relative energy (zero: lowest compared OMol25 entry of this formula, charge and spin): 4.0 kJ/mol
strongest force on any atom: 3.30 eV/Å
HOMO level (spin up / spin down): -0.6085 / -0.6084 Ha
charge: +2
lowest unoccupied orbital energy (spin up / spin down): -7.573 / -13.115 eV
⟨S²⟩: 0.757
multiplicity: 2

Geometry (Å):
Tl (-0.621, 0.043, 2.009)
C (-1.363, 0.522, -3.164)
C (-1.215, 0.015, -1.716)
C (-0.134, -1.120, -1.636)
O (-0.122, -1.648, -0.311)
C (0.325, -2.995, -0.306)
N (-1.029, 1.139, -0.757)
H (-0.380, 0.842, -3.509)
H (-2.031, 1.380, -3.238)
H (-1.615, -0.304, -3.829)
H (-2.188, -0.396, -1.446)
H (0.841, -0.733, -1.933)
H (-0.494, -1.853, -2.358)
H (1.355, -3.098, -0.648)
H (-0.283, -3.631, -0.949)
H (0.089, -3.387, 0.682)
H (-0.305, 1.745, -1.115)
H (-1.880, 1.652, -0.941)
C (2.139, 1.928, 4.102)
O (0.766, 1.633, 4.112)
H (2.414, 2.738, 3.426)
H (2.537, 2.166, 5.089)
H (2.764, 1.183, 3.611)
H (0.430, 2.178, 4.826)


No. 5
The following is a quantum chemistry calculation of a structure of composition C4H2CaLiO2, from OMol25.

## Properties
calculated total energy: -26907.8308 eV
relative energy (zero: lowest compared OMol25 entry of this formula, charge and spin): 44.8 kJ/mol
strongest force on any atom: 3.30 eV/Å
HOMO level: -0.3156 Ha
charge: +1
lowest unoccupied orbital energy: -6.376 eV
multiplicity: 1

Geometry (Å):
H (-2.653, 2.259, 0.900)
C (-1.449, -0.488, -0.085)
C (-0.407, -1.148, 0.381)
C (0.933, -0.706, 0.143)
C (2.075, -0.379, -0.130)
O (3.281, -0.086, -0.349)
O (-2.428, -0.075, -0.602)
Li (-3.561, 1.541, -0.438)
Ca (4.845, 1.205, -0.651)
H (-0.635, -2.121, 0.831)


No. 6
The following is a quantum chemistry calculation of a structure of composition C33H22BrClN6O4Ru, from OMol25.

## Properties
calculated total energy: -136837.6880 eV
relative energy (zero: lowest compared OMol25 entry of this formula, charge and spin): 176.1 kJ/mol
strongest force on any atom: 3.61 eV/Å
HOMO level (spin up / spin down): -0.5330 / -0.5325 Ha
charge: +2
lowest unoccupied orbital energy (spin up / spin down): -7.900 / -10.167 eV
⟨S²⟩: 6.032
multiplicity: 5

Geometry (Å):
Ru (-0.989, -0.645, 0.051)
C (-2.863, -4.826, 2.931)
C (-2.978, -3.361, 2.714)
C (-3.784, -2.550, 3.519)
C (-3.837, -1.183, 3.299)
C (-3.072, -0.667, 2.269)
Br (-2.983, 1.194, 1.853)
N (-2.291, -1.417, 1.498)
C (-2.254, -2.731, 1.701)
H (-3.301, -5.107, 3.886)
H (-1.819, -5.136, 2.902)
H (-3.389, -5.372, 2.147)
H (-4.362, -2.990, 4.320)
H (-4.430, -0.530, 3.918)
H (-1.615, -3.297, 1.025)
N (9.345, -0.565, 0.159)
C (8.203, -0.553, 0.118)
C (6.788, -0.534, 0.066)
C (6.090, -1.662, -0.365)
C (4.708, -1.651, -0.369)
C (4.005, -0.530, 0.077)
C (4.713, 0.596, 0.497)
C (6.095, 0.607, 0.472)
C (2.523, -0.529, 0.089)
C (1.859, -0.527, 1.318)
C (2.463, -0.567, 2.604)
C (1.443, -0.486, 3.526)
C (0.250, -0.411, 2.794)
N (0.476, -0.437, 1.475)
C (1.861, -0.526, -1.145)
C (2.472, -0.417, -2.419)
C (1.468, -0.545, -3.360)
C (0.276, -0.721, -2.645)
N (0.485, -0.659, -1.328)
H (6.627, -2.541, -0.687)
H (4.168, -2.532, -0.677)
H (4.177, 1.472, 0.829)
H (6.641, 1.489, 0.774)
H (3.514, -0.646, 2.793)
H (1.518, -0.474, 4.595)
H (-0.737, -0.335, 3.215)
H (3.517, -0.245, -2.581)
H (1.555, -0.511, -4.426)
H (-0.693, -0.898, -3.074)
O (-4.434, -0.272, -4.942)
C (-3.999, 0.922, -4.683)
O (-4.137, 1.870, -5.416)
C (-3.266, 1.143, -3.385)
C (-2.786, 2.398, -2.988)
Cl (-2.843, 3.824, -3.887)
N (-2.187, 2.240, -1.779)
N (-2.237, 0.957, -1.399)
C (-2.880, 0.280, -2.343)
C (-3.001, -1.213, -2.159)
O (-3.687, -1.857, -2.932)
O (-2.326, -1.654, -1.181)
C (-1.578, 3.183, -0.933)
C (-0.580, 2.740, -0.065)
C (0.001, 3.622, 0.821)
C (-0.379, 4.957, 0.817)
C (-1.363, 5.396, -0.055)
C (-1.988, 4.512, -0.915)
H (-4.273, -0.981, -4.258)
H (-0.266, 1.687, -0.100)
H (0.752, 3.275, 1.513)
H (0.083, 5.654, 1.497)
H (-1.662, 6.432, -0.053)
H (-2.807, 4.845, -1.531)